Formula: C4H6N2O
Source: the Open Molecules 2025 dataset
Level of theory: ωB97M-V/def2-TZVPD

Geometry (Å):
C (0.46, 1.11, 0.26)
C (-1.09, 0.96, -0.27)
C (-1.49, -0.33, -0.20)
C (-0.29, -1.24, 0.14)
H (0.48, 1.52, 1.35)
H (1.23, 1.69, -0.39)
H (-1.76, 1.86, -0.54)
H (-2.55, -0.89, -0.42)
H (-0.24, -1.99, -0.62)
H (-0.47, -1.92, 1.03)
N (2.08, -0.74, -0.23)
N (0.83, -0.31, 0.07)
O (2.80, 0.30, -0.19)

ΔE to the lowest compared entry with this formula, charge and spin: 110.9 kcal per mole
Charge: 0
E: -9268.6912 eV
HOMO level: -9.47 eV
Maximum force: 5.099 eV/Å
Structure (SMILES): O=NN1CC=CC1
Frontier orbital gap: 10.2192 eV

These are the natural (NBO) partial charges, in e, on atoms 1 to 6: -0.287, -0.215, -0.202, -0.278, 0.223, 0.263

Formula: C4H6N2O
Source: the Open Molecules 2025 dataset
Level of theory: ωB97M-V/def2-TZVPD

Geometry (Å):
N (1.67, 0.17, 0.61)
C (0.80, 0.37, 1.51)
O (-0.51, 0.17, 1.39)
C (-1.19, -0.11, 0.16)
C (-0.44, -0.74, -1.04)
C (-0.13, 0.32, -2.00)
N (-0.08, 1.21, -2.73)
H (2.60, 0.36, 0.98)
H (1.00, 0.70, 2.54)
H (-1.64, 0.82, -0.18)
H (-2.00, -0.78, 0.46)
H (0.45, -1.31, -0.75)
H (-1.14, -1.42, -1.54)

ΔE to the lowest compared entry with this formula, charge and spin: 40.3 kcal per mole
Charge: 0
E: -9271.7550 eV
HOMO level: -10.49 eV
Maximum force: 1.123 eV/Å
Structure (SMILES): [H]/N=C/OCCC#N
Frontier orbital gap: 11.2466 eV

These are the natural (NBO) partial charges, in e, on atoms 1 to 6: -0.734, 0.421, -0.499, -0.052, -0.549, 0.295

Formula: C4H6N2O
Source: the Open Molecules 2025 dataset
Level of theory: ωB97M-V/def2-TZVPD

Geometry (Å):
C (-1.89, 0.40, -0.22)
C (-0.57, -0.20, 0.11)
N (-0.02, -1.13, -0.79)
O (1.02, -1.74, 0.04)
C (1.46, -0.56, 0.55)
N (2.33, -0.08, -0.32)
C (0.32, 0.14, 1.10)
H (-1.92, 0.68, -1.28)
H (-2.68, -0.34, -0.06)
H (-2.09, 1.29, 0.39)
H (2.52, 0.91, -0.15)
H (1.25, -0.33, -1.17)
H (0.27, 0.95, 1.80)

ΔE to the lowest compared entry with this formula, charge and spin: 144.1 kcal per mole
Charge: 0
E: -9267.2530 eV
HOMO level: -8.96 eV
Maximum force: 0.340 eV/Å
Frontier orbital gap: 8.8894 eV

These are the natural (NBO) partial charges, in e, on atoms 1 to 6: -0.650, 0.199, -0.314, -0.398, 0.583, -0.720

Formula: C4H6N2O
Source: the Open Molecules 2025 dataset
Level of theory: ωB97M-V/def2-TZVPD

Geometry (Å):
C (-0.38, 1.25, 0.18)
C (1.52, -0.48, -0.03)
C (-0.49, -0.18, 0.57)
C (-1.48, -0.92, -0.26)
N (0.75, 1.75, -0.10)
N (1.73, 0.87, 0.02)
O (2.15, -1.47, -0.12)
H (-1.23, 1.89, 0.11)
H (-0.17, -0.65, 1.46)
H (-1.31, -0.54, -1.29)
H (-2.52, -0.73, 0.00)
H (-1.25, -1.94, -0.24)
H (2.67, 1.17, -0.29)

ΔE to the lowest compared entry with this formula, charge and spin: 77.9 kcal per mole
Charge: 0
E: -9270.1256 eV
HOMO level: -8.50 eV
Maximum force: 4.909 eV/Å
Frontier orbital gap: 9.3663 eV

These are the natural (NBO) partial charges, in e, on atoms 1 to 6: 0.031, 0.707, -0.348, -0.628, -0.216, -0.480